Entry 1:
# C30H37N8O2S

A 6-piece molecular cluster, C30H37N8O2S overall at a distorted geometry (ωB97M-V/def2-TZVPD, the OMol25 dataset).

Structure (XYZ):
```
78
Properties=species:S:1:pos:R:3:mulliken_charge:R:1
C -1.22 -1.16 3.10 -0.92
S -1.42 0.52 2.57 1.30
O -0.29 0.85 1.76 -0.61
O -1.69 1.39 3.66 -0.71
N -2.73 0.52 1.47 -0.16
C -4.02 0.53 1.81 0.13
N -4.91 0.02 0.90 -0.34
C -5.20 -1.37 1.40 -0.64
C -5.42 -1.32 2.94 -0.10
C -5.60 0.10 3.48 -1.10
N -4.50 1.00 2.95 -0.15
H -1.97 -1.81 2.66 0.20
H -1.32 -1.24 4.18 0.42
H -0.25 -1.51 2.76 0.46
H -2.50 0.47 0.49 0.32
H -5.77 0.56 0.93 0.37
H -6.02 -1.82 0.86 0.41
H -4.29 -1.93 1.22 0.23
H -6.26 -1.96 3.20 0.45
H -4.56 -1.78 3.44 0.22
H -6.56 0.50 3.18 0.37
H -5.56 0.09 4.56 0.43
H -3.79 1.13 3.68 0.41
N 1.20 5.55 -1.06 -0.58
C 2.50 5.51 -0.81 -0.27
C 3.10 4.61 0.06 -0.42
C 2.29 3.70 0.72 -0.33
C 0.92 3.72 0.47 0.13
C 0.43 4.66 -0.42 -0.33
H 3.10 6.25 -1.34 0.37
H 4.17 4.62 0.22 0.40
H 2.71 2.98 1.41 0.39
H 0.26 3.02 0.96 0.30
H -0.63 4.71 -0.65 0.34
N 0.83 -3.64 3.10 -0.40
C 2.11 -3.72 3.47 -0.16
C 2.59 -4.66 4.36 -0.49
C 1.70 -5.58 4.90 -0.15
C 0.37 -5.51 4.52 -0.60
C -0.01 -4.53 3.63 -0.11
H 2.77 -2.98 3.03 0.37
H 3.64 -4.68 4.62 0.36
H 2.04 -6.34 5.59 0.38
H -0.36 -6.21 4.92 0.36
H -1.05 -4.45 3.31 0.43
N -5.36 -5.30 2.63 -0.41
C -6.12 -5.32 3.72 -0.27
C -7.49 -5.54 3.70 -0.38
C -8.11 -5.75 2.48 -0.22
C -7.33 -5.72 1.33 -0.37
C -5.97 -5.50 1.46 -0.28
H -5.60 -5.16 4.66 0.38
H -8.06 -5.55 4.62 0.39
H -9.17 -5.92 2.42 0.40
H -7.77 -5.88 0.36 0.39
H -5.33 -5.48 0.59 0.39
N 4.58 1.75 -4.78 -0.49
C 4.05 2.65 -5.60 -0.33
C 3.13 3.61 -5.20 -0.64
C 2.73 3.62 -3.88 -0.04
C 3.27 2.68 -3.01 0.03
C 4.19 1.78 -3.51 -0.53
H 4.39 2.60 -6.63 0.51
H 2.73 4.32 -5.92 0.40
H 2.01 4.35 -3.52 0.44
H 2.99 2.66 -1.97 0.30
H 4.64 1.03 -2.86 0.35
N 7.74 4.88 -6.49 -0.56
C 8.65 5.08 -7.45 -0.21
C 8.96 4.13 -8.41 -0.33
C 8.30 2.91 -8.38 -0.40
C 7.36 2.69 -7.39 -0.26
C 7.12 3.71 -6.48 -0.20
H 9.14 6.04 -7.43 0.37
H 9.71 4.35 -9.17 0.36
H 8.52 2.15 -9.11 0.37
H 6.82 1.76 -7.32 0.40
H 6.39 3.58 -5.69 0.49
```

As for the charge: +1. The calculation puts the HOMO energy at -10.427 eV. For the strongest force on any atom, the calculation gives 2.70 eV/A. As for the gap between HOMO and LUMO: 6.535 eV.

Entry 2:
# C30H38As3CrF16N4O4S2

C30H38As3CrF16N4O4S2 as an isolated structure (ωB97M-V/def2-TZVPD, the OMol25 dataset).

Structure (XYZ):
```
98
Properties=species:S:1:pos:R:3:mulliken_spin:R:1
Cr -0.21 1.15 -0.02 3.03
C 1.77 3.25 -1.29 0.06
N 1.10 2.92 -0.02 -0.15
C 2.13 2.91 1.08 0.04
C 3.36 1.99 0.89 0.02
N 3.28 0.63 1.36 0.01
C 3.45 0.42 2.66 0.01
C 3.46 1.33 3.75 0.00
F 3.25 2.66 3.55 0.00
C 3.64 0.96 5.08 0.00
F 3.60 1.91 6.03 0.00
C 3.83 -0.36 5.44 0.00
F 3.99 -0.72 6.73 0.00
C 3.85 -1.30 4.41 0.00
F 4.07 -2.59 4.72 0.00
C 3.68 -0.92 3.11 0.00
F 3.78 -1.89 2.17 0.00
C 0.15 4.03 0.26 0.04
C -0.97 3.57 1.17 0.05
N -1.61 2.46 0.47 -0.06
C -2.93 2.19 0.81 0.03
C -3.50 2.38 2.08 -0.01
F -2.74 2.78 3.11 0.00
C -4.82 2.11 2.36 0.00
F -5.29 2.31 3.59 0.00
C -5.66 1.62 1.38 0.00
F -6.94 1.35 1.65 0.00
C -5.14 1.40 0.12 0.00
F -5.91 0.90 -0.85 0.00
C -3.81 1.68 -0.14 -0.04
F -3.38 1.44 -1.39 -0.01
H 2.36 2.41 -1.66 -0.02
H 2.44 4.11 -1.15 0.00
H 1.03 3.52 -2.04 0.01
H 1.62 2.67 2.00 -0.01
H 2.49 3.94 1.15 0.00
H 4.19 2.54 1.35 0.00
H 3.61 1.95 -0.17 0.00
H -0.29 4.34 -0.68 -0.01
H 0.70 4.88 0.69 0.00
H -1.66 4.40 1.32 0.00
H -0.57 3.30 2.15 -0.02
F -1.72 0.50 5.06 0.00
C -0.61 0.83 4.41 0.00
F 0.44 0.54 5.17 0.00
F -0.62 2.14 4.18 0.00
S -0.48 -0.13 2.82 -0.01
O 0.24 0.84 1.94 -0.05
O 0.30 -1.29 3.14 -0.01
N -1.95 -0.31 2.41 0.02
S -2.19 -1.23 1.03 0.08
O -3.61 -1.06 0.72 0.00
O -1.35 -0.41 -0.03 -0.12
C -2.69 -3.85 2.12 0.75
F -3.02 -4.47 1.00 0.05
F -1.55 -4.34 2.59 0.06
F -3.65 -3.96 3.02 0.07
C 0.78 1.46 -3.86 -0.01
As -0.65 1.29 -2.52 0.15
C -1.84 2.67 -3.22 -0.01
C -1.52 -0.39 -2.98 -0.02
C -0.65 -1.67 -3.16 0.01
C -0.56 -1.94 -4.67 0.00
C 0.80 -1.60 -2.63 -0.01
As 1.41 -0.73 -0.94 0.08
C 1.41 -2.24 0.25 0.01
C 3.28 -0.64 -1.47 0.00
C -1.45 -2.80 -2.48 0.00
As -1.14 -4.77 -2.66 0.00
C 0.38 -5.04 -3.88 0.00
C -0.12 -5.12 -1.04 0.00
H 0.44 1.04 -4.80 0.00
H 1.70 0.97 -3.55 0.00
H 0.98 2.52 -4.01 0.00
H -2.70 2.21 -3.70 0.00
H -1.30 3.28 -3.95 0.00
H -2.18 3.29 -2.40 0.00
H -2.10 -0.21 -3.89 0.00
H -2.22 -0.52 -2.16 0.01
H -0.23 -1.04 -5.20 0.00
H -1.54 -2.21 -5.07 0.00
H 0.14 -2.74 -4.90 0.00
H 1.43 -1.14 -3.40 0.00
H 1.17 -2.63 -2.53 0.00
H 2.10 -2.99 -0.14 0.00
H 0.40 -2.64 0.31 -0.01
H 1.73 -1.91 1.23 0.00
H 3.58 -1.62 -1.85 0.00
H 3.83 -0.38 -0.57 0.00
H 3.43 0.11 -2.25 0.00
H -2.49 -2.70 -2.80 0.00
H -1.46 -2.63 -1.40 0.00
H 0.08 -4.91 -4.92 0.00
H 0.68 -6.08 -3.74 0.00
H 1.24 -4.40 -3.67 0.00
H -0.69 -4.83 -0.16 0.00
H 0.84 -4.61 -1.03 0.00
H 0.06 -6.20 -0.98 0.00
```

As for the charge: -1. The calculation puts the HOMO energy (spin up / spin down) at -3.857 / -3.854 eV. Its spin multiplicity is 5. As for the expectation value of S²: 6.05. For the strongest force on any atom, the calculation gives 0.42 eV/A. As for the gap between HOMO and LUMO (spin up / spin down): 5.678 / 5.679 eV.

no.,electronic energy (eV)
1,-58553.186
2,-321962.175